A structure of composition C47H52N8NaO3PS. Source: the OMol25 dataset; level of theory: ωB97M-V with the def2-TZVPD basis set.

Molecular weight, g/mol: 863.017
Relative energy (zero: lowest compared OMol25 entry of this formula, charge and spin), kJ/mol: 39.5
LUMO level, eV: 0.320
Kohn-Sham gap, eV: 7.96

Structure (XYZ):
```
113
Properties=species:S:1:pos:R:3:forces:R:3
Na -0.88076 0.02847 0.41381 0.471 0.431 -0.108
C 1.91406 -2.26278 3.26296 -0.043 -0.074 0.034
C 2.64735 -1.12944 2.55767 0.052 0.068 0.063
C 2.88835 -1.49709 1.09580 -0.007 -0.046 -0.105
C 1.93403 0.20444 2.64380 0.069 0.007 -0.067
C 0.56605 0.29950 2.85710 -0.038 -0.086 0.012
C -0.07702 1.53350 2.88410 -0.025 0.012 -0.001
C 0.63694 2.71216 2.72380 0.062 0.032 -0.005
C -0.04690 4.04921 2.75498 -0.058 0.082 0.006
C 2.01426 2.61789 2.51601 -0.035 0.016 -0.013
C 2.65018 1.39007 2.46110 -0.016 -0.058 0.027
H 2.54819 -3.14932 3.30609 0.015 -0.009 -0.003
H 1.00938 -2.54339 2.71829 -0.004 0.015 -0.027
H 1.62930 -1.99810 4.28275 0.023 0.018 0.025
H 3.62445 -0.99304 3.03557 -0.037 -0.020 0.004
H 1.93739 -1.66018 0.58046 -0.023 0.003 0.012
H 3.46576 -2.42037 1.01495 0.029 -0.020 0.017
H 3.43102 -0.70726 0.57732 0.024 0.026 -0.001
H -0.03106 -0.59161 2.99701 -0.009 0.007 0.011
H -1.15110 1.56503 3.03594 -0.021 -0.007 0.013
H 0.14227 4.57256 3.69463 0.016 -0.014 0.011
H -1.12631 3.94129 2.64735 -0.013 -0.023 0.006
H 0.30654 4.69162 1.94678 0.014 0.010 -0.013
H 2.59572 3.52330 2.37707 0.004 0.012 -0.002
H 3.71641 1.34960 2.26618 0.018 0.003 -0.010
N -2.91308 2.03177 -1.83284 -0.007 0.027 -0.119
P -3.28134 0.58608 -0.97838 0.008 -0.207 0.212
C -4.43577 -0.18624 -2.14506 -0.055 0.058 -0.045
C -4.13308 -1.45353 -2.62861 -0.025 -0.016 -0.036
C -4.97595 -2.06968 -3.54348 0.022 -0.026 -0.006
C -6.12069 -1.42203 -3.97943 -0.029 -0.001 -0.016
C -6.43507 -0.15766 -3.49503 0.015 -0.016 -0.004
C -5.59863 0.45265 -2.57535 -0.023 0.012 -0.001
C -4.39926 1.20874 0.32540 0.033 0.075 -0.079
C -4.08563 2.40742 0.96125 -0.016 0.073 0.036
C -4.84302 2.85446 2.03281 -0.003 0.018 0.021
C -5.91932 2.10447 2.48434 -0.011 0.019 0.022
C -6.22925 0.90451 1.86198 0.019 -0.024 -0.045
C -5.47101 0.45547 0.79070 -0.051 -0.085 0.058
C -1.72852 2.71585 -1.69580 -0.108 0.058 -0.097
C -1.46655 3.82783 -2.51552 0.019 -0.025 0.025
C -0.29201 4.51560 -2.33835 0.042 0.032 -0.001
C 0.61123 4.09071 -1.36516 -0.030 -0.068 0.046
C 0.27064 2.98140 -0.62107 0.089 0.035 -0.018
N -0.87280 2.30526 -0.76006 -0.088 -0.065 0.017
H -3.56669 2.39723 -2.50736 0.009 0.075 0.016
H -3.25086 -1.96814 -2.27124 0.036 -0.002 0.035
H -4.73693 -3.06019 -3.90839 -0.009 -0.006 -0.008
H -6.77777 -1.90593 -4.69047 -0.008 -0.001 -0.011
H -7.33579 0.34411 -3.82417 -0.009 -0.004 -0.004
H -5.86693 1.42272 -2.16949 0.019 -0.001 0.007
H -3.24385 3.00322 0.62691 0.007 -0.027 -0.044
H -4.58774 3.79036 2.51364 -0.018 0.006 0.023
H -6.51119 2.45136 3.32135 -0.003 0.007 0.011
H -7.06051 0.30582 2.21047 -0.015 0.009 0.029
H -5.70091 -0.49810 0.33411 0.012 -0.002 -0.027
H -2.18643 4.12640 -3.26578 -0.012 -0.003 -0.008
H -0.07479 5.37817 -2.95550 0.008 0.010 0.005
H 1.54596 4.60147 -1.18304 0.010 0.030 -0.031
H 0.94064 2.60496 0.14240 0.004 0.017 0.023
N -2.68610 -6.57264 5.20429 -0.001 -0.032 0.048
C -2.61179 -5.54844 4.26616 0.036 -0.008 0.044
C -1.79400 -4.44015 4.49247 -0.022 0.038 -0.069
C -1.76214 -3.40204 3.58048 0.027 0.043 0.021
C -2.53734 -3.44976 2.42928 0.075 -0.033 0.087
C -3.35860 -4.54357 2.20304 -0.003 -0.021 0.006
C -3.39720 -5.58268 3.11544 -0.056 0.040 -0.108
S -2.47137 -2.12223 1.26669 -0.280 -0.276 0.514
O -2.22934 -0.91435 2.05565 -0.121 -0.028 -0.106
O -3.71071 -2.16945 0.52246 0.034 0.127 -0.070
N -1.16240 -2.24858 0.37441 -0.072 -0.183 -0.220
C -1.10532 -3.19496 -0.60112 0.117 0.117 0.063
N -0.12693 -3.01527 -1.51804 0.008 -0.025 -0.030
C -0.04543 -3.91495 -2.48234 -0.016 -0.057 -0.014
C -0.89944 -5.00341 -2.58819 0.023 0.032 -0.009
C -1.85544 -5.10290 -1.59292 0.010 -0.011 0.015
N -1.96834 -4.22615 -0.60777 -0.010 -0.108 -0.058
H -1.88601 -6.66335 5.80840 0.004 0.002 0.003
H -3.00501 -7.46062 4.85350 -0.005 0.004 -0.015
H -1.19393 -4.38676 5.39240 0.014 -0.012 0.023
H -1.14104 -2.53870 3.77680 -0.009 0.029 -0.022
H -3.95983 -4.57056 1.30739 -0.026 0.005 -0.043
H -4.04986 -6.42835 2.93552 -0.003 -0.032 0.017
H 0.74314 -3.76376 -3.21645 -0.003 0.015 0.008
H -0.81678 -5.72505 -3.38630 -0.001 -0.011 -0.012
H -2.56123 -5.92874 -1.57907 -0.009 0.001 0.000
C 6.61310 4.81285 -1.06735 -0.033 0.086 0.032
C 7.18367 3.43264 -1.34611 0.071 -0.073 0.008
N 6.17377 2.51597 -1.86340 0.061 -0.077 -0.037
C 5.97390 2.48359 -3.30707 -0.063 0.107 0.025
C 6.98624 1.61658 -4.03693 0.047 -0.038 -0.019
C 5.40396 1.84999 -0.97021 -0.154 0.092 0.073
O 5.50699 2.01118 0.23864 0.028 -0.018 -0.035
C 4.38488 0.88591 -1.50779 0.115 -0.097 -0.022
C 4.74025 -0.38636 -1.93471 -0.132 0.007 -0.029
C 3.73028 -1.26623 -2.28817 0.031 0.064 0.022
C 2.41217 -0.84193 -2.19613 -0.079 -0.087 -0.043
N 2.05961 0.38098 -1.80611 0.025 0.100 0.086
C 3.03644 1.21600 -1.47158 0.093 0.044 0.056
H 7.39081 5.49330 -0.72027 0.035 -0.012 0.003
H 5.84832 4.74949 -0.29417 -0.013 -0.018 0.002
H 6.16635 5.24780 -1.96314 -0.001 -0.012 -0.022
H 7.58963 3.00102 -0.43200 -0.018 0.025 -0.019
H 7.99130 3.47826 -2.07972 -0.022 0.043 0.005
H 6.03067 3.51621 -3.66465 0.019 -0.033 -0.026
H 4.96022 2.14506 -3.51472 0.019 -0.042 0.001
H 8.00732 1.95374 -3.85687 0.010 0.019 0.025
H 6.81162 1.64526 -5.11248 -0.022 0.024 -0.018
H 6.91303 0.57982 -3.71065 -0.018 -0.026 0.008
H 5.77918 -0.69040 -1.95973 0.019 0.002 0.002
H 3.95068 -2.27623 -2.60398 0.013 -0.020 -0.006
H 1.59299 -1.51734 -2.40319 -0.034 -0.060 -0.025
H 2.74347 2.20766 -1.14698 -0.009 0.010 0.014
```
Forces are in eV/Å.